Entry 1:
{"formula": "C31H64BN4O14P2", "method": "ωB97M-V/def2-TZVPD", "species": ["P", "P", "O", "O", "O", "O", "O", "O", "O", "O", "O", "O", "O", "O", "O", "O", "N", "N", "N", "N", "C", "C", "C", "C", "C", "C", "C", "C", "C", "C", "C", "C", "C", "C", "C", "C", "C", "C", "C", "C", "C", "C", "C", "C", "C", "C", "C", "C", "C", "C", "C", "B", "H", "H", "H", "H", "H", "H", "H", "H", "H", "H", "H", "H", "H", "H", "H", "H", "H", "H", "H", "H", "H", "H", "H", "H", "H", "H", "H", "H", "H", "H", "H", "H", "H", "H", "H", "H", "H", "H", "H", "H", "H", "H", "H", "H", "H", "H", "H", "H", "H", "H", "H", "H", "H", "H", "H", "H", "H", "H", "H", "H", "H", "H", "H", "H"], "xyz": [[1.463, -7.464, -1.705], [-0.652, -5.155, -1.126], [5.119, -0.504, -0.262], [-9.521, 4.881, 2.181], [1.958, -0.544, -3.974], [2.651, -8.350, -2.125], [8.620, -2.812, -4.205], [-4.406, 5.219, 2.653], [-3.690, -1.711, 1.048], [-4.991, 0.878, 4.200], [-0.959, -3.970, 0.066], [1.423, -7.561, 0.003], [-1.904, -5.135, -2.331], [-0.382, 0.788, -3.114], [0.063, -8.060, -2.430], [0.816, 6.759, 2.645], [7.465, -4.162, -0.846], [3.045, -5.603, -2.821], [4.371, -0.919, -3.457], [1.867, -5.791, -2.241], [9.752, -2.463, -4.493], [10.927, -3.382, -4.296], [0.993, -4.704, -2.022], [-4.458, 2.705, 5.625], [3.364, -4.285, -3.189], [-10.664, 4.654, 2.533], [-3.928, -2.506, 1.939], [-6.747, 5.641, 2.679], [1.164, -3.229, -2.396], [5.599, 1.300, 1.211], [-5.657, 3.954, 1.073], [-1.480, 1.219, -2.806], [5.971, 0.164, 0.297], [-3.489, -3.943, 1.839], [-1.674, 2.659, -2.416], [-4.121, 1.534, 4.744], [-1.520, 6.415, 2.925], [2.563, -2.974, -3.079], [-2.664, 1.202, 4.560], [10.029, -1.097, -5.059], [7.437, -0.114, 0.099], [-0.397, 8.703, 3.280], [4.847, -4.209, -3.829], [-0.264, 7.245, 2.923], [5.953, -4.688, -2.770], [6.712, -3.508, -1.996], [-11.436, 3.487, 1.978], [-11.361, 5.530, 3.540], [-2.695, 0.330, -2.801], [-5.501, 4.963, 2.180], [-4.671, -2.091, 3.180], [2.975, -1.468, -3.511], [7.438, -3.003, -2.710], [-5.542, 2.828, 5.666], [4.830, -5.019, -4.652], [4.847, -1.059, -4.361], [10.699, -0.547, -4.394], [-4.087, 2.529, 6.637], [-1.417, -5.003, -3.183], [-2.407, -0.679, -3.103], [9.092, -0.544, -5.146], [-2.806, -4.181, 2.658], [-2.213, 0.959, 5.525], [-4.360, -4.602, 1.869], [7.899, -0.369, 1.055], [10.475, -1.189, -6.052], [-10.686, 6.329, 3.853], [6.668, -5.385, -3.346], [10.579, -4.331, -3.882], [-2.230, 6.811, 2.197], [5.064, -3.237, -4.358], [-0.716, 3.179, -2.465], [-2.054, 2.720, -1.394], [-12.250, 5.977, 3.091], [-4.042, -2.246, 4.059], [-10.810, 2.945, 1.265], [-4.678, 3.546, 0.815], [-2.145, 2.048, 4.103], [-3.121, 0.287, -1.796], [0.586, 9.176, 3.237], [1.716, 0.053, -3.221], [4.901, -1.391, -2.710], [5.485, -5.365, -1.961], [6.006, 2.236, 0.826], [-5.595, -2.666, 3.271], [-11.715, 2.807, 2.786], [-4.018, 3.617, 5.214], [-3.435, 0.709, -3.509], [2.349, -7.807, 0.249], [7.664, -5.115, -1.215], [6.712, -4.333, -0.148], [-12.328, 3.844, 1.460], [4.511, 1.384, 1.259], [-1.964, 6.414, 3.923], [-7.438, 4.900, 3.079], [5.979, 1.107, 2.217], [-7.219, 6.197, 1.866], [-1.057, 9.201, 2.567], [-2.570, 0.336, 3.901], [7.926, 0.760, -0.335], [-6.484, 6.341, 3.475], [0.402, -2.399, -2.218], [-4.923, -1.032, 3.113], [-6.301, 3.136, 1.403], [11.412, -3.576, -5.255], [5.925, -2.807, -1.562], [-0.791, 8.803, 4.293], [-11.636, 4.941, 4.417], [11.636, -2.935, -3.597], [-0.231, -3.310, 0.106], [-0.176, -7.549, -3.239], [-2.967, -4.095, 0.893], [7.557, -0.959, -0.583], [-2.369, 3.141, -3.107], [-6.081, 4.435, 0.189], [-1.274, 5.387, 2.651]], "forces_ev_per_angstrom": [[3.150, -6.516, 0.590], [-1.361, -1.540, 1.251], [0.188, 0.073, 0.097], [-0.720, -0.135, 0.098], [1.306, -2.407, 1.923], [-3.272, 3.223, 0.883], [0.587, 0.166, -0.449], [-0.426, -0.250, -0.224], [0.024, -0.330, 0.267], [0.330, 0.418, 0.252], [1.694, -0.498, -2.653], [-0.411, 1.113, -3.230], [3.121, 1.003, 0.449], [-0.332, 0.004, 0.319], [1.946, 2.527, 1.263], [-0.415, 0.220, 0.108], [-1.507, -0.191, -0.822], [0.010, 3.046, -0.509], [-1.486, -1.935, 0.306], [-2.003, 4.301, 0.182], [-0.380, -0.131, 0.100], [-0.279, -0.303, 0.151], [-1.178, 2.987, -0.475], [-0.360, -0.012, -0.044], [0.889, 1.001, -0.471], [0.544, 0.093, -0.200], [0.006, 0.409, -0.302], [0.474, 0.187, 0.321], [4.856, -3.084, -1.628], [-0.428, -0.099, -0.076], [0.401, -0.110, -0.038], [0.392, -0.079, -0.114], [-0.275, -0.223, -0.208], [0.094, -0.026, -0.459], [0.424, 0.067, -0.077], [-0.489, -0.248, -0.248], [0.294, -0.225, -0.102], [-3.628, -4.122, 2.524], [-0.027, -0.322, -0.241], [-0.428, 0.088, 0.030], [-0.115, -0.320, -0.294], [0.395, 0.110, -0.041], [-1.051, -1.825, -0.158], [0.556, -0.369, -0.149], [-0.038, -0.066, -0.038], [-0.324, -1.068, -0.348], [0.295, -0.134, -0.229], [0.319, 0.247, 0.046], [0.250, -0.284, -0.091], [0.519, 0.301, 0.381], [-0.056, 0.359, -0.329], [0.421, 3.212, -1.121], [-1.251, -0.516, 1.236], [0.132, -0.037, -0.023], [-0.064, 1.251, 1.185], [-0.147, 0.604, 0.619], [0.144, -0.051, -0.167], [0.142, 0.142, -0.062], [-1.019, 0.157, 0.558], [-0.038, 0.122, 0.018], [0.111, -0.076, 0.014], [-0.174, -0.123, 0.069], [0.089, 0.204, -0.027], [0.064, -0.018, 0.247], [0.084, 0.191, -0.037], [0.180, 0.061, 0.120], [-0.072, -0.106, -0.055], [-0.782, 1.326, 0.960], [0.034, 0.127, -0.046], [-0.143, 0.012, 0.237], [-0.326, -1.064, 1.015], [-0.118, -0.075, -0.001], [-0.188, 0.043, -0.110], [-0.095, -0.146, 0.136], [-0.146, -0.163, 0.050], [-0.061, 0.085, 0.094], [-0.094, 0.055, 0.060], [0.065, 0.024, 0.199], [-0.154, 0.104, -0.084], [-0.114, -0.081, -0.001], [0.042, -0.131, -1.159], [0.145, 0.278, -0.632], [0.397, 1.021, -1.345], [0.132, -0.037, 0.171], [0.132, -0.140, 0.163], [-0.200, 0.090, -0.044], [0.116, -0.021, 0.136], [-0.090, 0.049, 0.184], [-0.732, -0.011, -0.455], [0.243, 0.814, 0.594], [0.918, 0.055, -0.334], [-0.093, -0.085, 0.182], [0.138, -0.009, -0.016], [-0.203, 0.127, -0.141], [-0.082, 0.115, -0.276], [0.146, 0.160, -0.069], [-0.215, -0.247, 0.054], [-0.136, -0.004, 0.180], [-0.038, 0.107, 0.055], [0.066, 0.025, 0.214], [0.052, -0.077, -0.109], [0.987, -1.430, -0.212], [0.065, -0.182, 0.063], [-0.142, 0.111, -0.129], [0.147, 0.142, 0.092], [1.163, -0.637, -0.546], [-0.181, 0.064, -0.116], [-0.203, 0.027, -0.091], [0.106, 0.027, -0.189], [-0.754, -0.191, 0.079], [0.120, -0.501, 0.649], [-0.241, 0.057, 0.281], [0.001, 0.074, 0.105], [-0.128, -0.021, 0.179], [-0.197, -0.108, 0.081], [-0.037, 0.136, 0.024]], "lowdin_charge": [0.647, 0.954, 0.033, 0.041, 0.061, -0.301, 0.021, 0.033, 0.047, 0.047, -0.284, -0.168, -0.279, 0.043, -0.136, 0.052, -0.026, 0.135, 0.153, -0.166, -0.475, -0.013, -0.267, -0.017, -0.089, -0.486, -0.496, -0.029, 0.100, -0.019, -0.016, -0.480, -0.490, -0.030, -0.013, -0.487, -0.040, 0.113, -0.013, -0.016, -0.011, -0.027, -0.116, -0.505, -0.184, -0.268, -0.022, -0.019, -0.013, -0.485, -0.025, -0.450, 0.077, 0.085, 0.132, 0.093, 0.091, 0.087, 0.054, 0.076, 0.083, 0.090, 0.088, 0.090, 0.093, 0.091, 0.084, 0.128, 0.085, 0.080, 0.103, 0.087, 0.087, 0.088, 0.091, 0.083, 0.074, 0.086, 0.090, 0.082, 0.096, 0.035, 0.111, 0.091, 0.091, 0.088, 0.081, 0.091, 0.097, 0.061, 0.064, 0.088, 0.084, 0.086, 0.067, 0.090, 0.086, 0.085, 0.074, 0.091, 0.085, 0.140, 0.053, 0.089, 0.091, 0.093, 0.085, 0.088, 0.092, 0.071, 0.092, 0.039, 0.067, 0.091, 0.087, 0.079], "charge": 1, "homo_energy_ha": -0.3856, "e_tot_ha": -3199.28251, "lumo_ev": -5.52, "orbital_gap_ev": 4.9779}

***

Entry 2:
{"formula": "C4H8N2", "method": "ωB97M-V/def2-TZVPD", "species": ["N", "N", "C", "C", "C", "C", "H", "H", "H", "H", "H", "H", "H", "H"], "xyz": [[-1.135, 2.172, -1.623], [0.554, 0.898, -0.224], [-1.005, -1.269, 1.147], [-0.681, 1.167, -1.147], [1.633, 1.550, -0.342], [0.106, -1.265, 0.161], [1.113, -1.324, 0.549], [1.768, 2.344, -1.072], [-1.982, -1.211, 0.670], [-0.027, -1.812, -0.765], [-0.934, 0.073, -1.257], [-0.974, -2.196, 1.740], [-0.909, -0.441, 1.851], [2.473, 1.314, 0.310]], "forces_ev_per_angstrom": [[0.079, 0.670, 0.155], [-0.953, 1.391, -0.074], [0.044, 0.006, 0.062], [1.594, -2.152, 0.483], [-0.188, 0.149, -0.346], [0.318, -0.788, 0.182], [-0.022, -0.008, 0.040], [-0.025, 0.036, -0.012], [-0.022, 0.018, 0.026], [-0.028, 0.104, -0.115], [-0.625, 0.647, -0.294], [-0.056, 0.093, -0.052], [-0.041, 0.021, -0.008], [-0.076, -0.186, -0.049]], "nbo_charge": [-0.291, -0.383, -0.686, 0.073, -0.039, -0.246, 0.175, 0.187, 0.215, 0.182, 0.180, 0.224, 0.222, 0.186], "e_above_lowest_ev": 5.631, "homo_energy_ha": [-0.2636, -0.3366], "e_tot_ha": -266.51508, "lumo_ev": [-1.01, 0.14], "orbital_gap_ev": [6.1681, 9.3023]}

***

Entry 3:
{"formula": "C2H5FOS", "method": "ωB97M-V/def2-TZVPD", "species": ["S", "F", "O", "C", "C", "H", "H", "H", "H", "H"], "xyz": [[-2.526, -0.447, 0.286], [-2.029, -0.243, -1.414], [0.192, 1.685, -0.424], [0.744, -0.642, 0.217], [0.275, 0.762, 0.484], [1.502, -0.762, -0.533], [1.136, -1.235, 1.129], [0.022, -1.463, 0.098], [0.345, 0.987, 1.519], [0.340, 1.359, -1.361]], "forces_ev_per_angstrom": [[1.462, 0.833, -1.605], [-0.375, -0.189, 1.810], [0.506, -0.337, -0.572], [0.386, -2.019, 1.669], [-0.520, -2.928, -0.991], [0.316, 0.321, -0.647], [0.075, 1.977, -0.635], [-0.744, 1.010, -1.026], [-0.593, 1.266, 0.524], [-0.513, 0.067, 1.473]], "nbo_charge": [-0.019, -0.554, -0.580, -0.780, 0.413, 0.230, 0.255, 0.312, 0.199, 0.523], "e_above_lowest_ev": 3.030, "homo_energy_ha": [-0.2952, -0.2800], "e_tot_ha": -652.34565, "lumo_ev": [-0.72, -1.51], "orbital_gap_ev": [7.3095, 6.1067]}

***

Entry 4:
{"formula": "C4H3NO3", "method": "ωB97M-V/def2-TZVPD", "species": ["O", "O", "O", "N", "C", "C", "C", "C", "H", "H", "H"], "xyz": [[-1.272, -1.511, -0.121], [-0.296, 1.917, -2.116], [-0.964, 0.966, 2.439], [-0.587, 0.676, -0.167], [-0.379, -0.731, -0.022], [-1.423, 1.547, 1.579], [1.090, -0.939, -0.152], [-0.449, 1.343, -1.126], [1.305, -1.417, -1.109], [1.656, -0.038, 0.125], [1.319, -1.812, 0.670]], "forces_ev_per_angstrom": [[-0.599, -0.579, 0.282], [0.670, 1.013, -2.103], [0.746, -1.045, 2.247], [-2.870, -0.154, 6.895], [1.149, -0.670, -0.501], [0.015, 0.039, -3.535], [0.856, -3.118, 2.566], [0.029, 2.635, -3.374], [0.374, 0.338, -0.076], [-0.059, -0.559, -0.470], [-0.312, 2.099, -1.930]], "nbo_charge": [-0.492, -0.414, -0.505, -0.450, 0.594, 0.513, -0.723, 0.739, 0.247, 0.236, 0.255], "e_above_lowest_ev": 3.445, "homo_energy_ha": [-0.1875, -0.4084], "multiplicity": 3, "e_tot_ha": -434.44770, "lumo_ev": [0.49, -4.49], "orbital_gap_ev": [5.5930, 6.6255]}

***

Entry 5:
{"formula": "C12H36N3O4", "method": "ωB97M-V/def2-TZVPD", "species": ["O", "O", "O", "O", "N", "N", "N", "C", "C", "C", "C", "C", "C", "C", "C", "C", "C", "C", "C", "H", "H", "H", "H", "H", "H", "H", "H", "H", "H", "H", "H", "H", "H", "H", "H", "H", "H", "H", "H", "H", "H", "H", "H", "H", "H", "H", "H", "H", "H", "H", "H", "H", "H", "H", "H"], "xyz": [[2.210, 4.676, 1.009], [2.186, -3.958, -1.923], [0.241, 0.166, 0.559], [-2.764, 0.443, 0.382], [0.457, -1.792, -1.237], [-1.146, -0.319, 2.961], [0.339, 2.823, -0.295], [1.818, 2.665, -0.422], [-3.570, 0.106, -0.722], [-1.347, -3.421, -0.837], [0.795, -4.137, -1.987], [-3.275, -0.110, 1.602], [-2.238, 1.881, 2.780], [2.838, -4.680, -2.945], [-2.450, 0.375, 2.782], [2.480, 4.032, -0.206], [2.453, 3.891, 2.151], [0.157, -3.226, -0.944], [2.173, 2.121, -1.789], [-3.139, 0.179, 3.618], [0.164, 3.579, 0.371], [0.647, -3.453, 0.007], [-0.431, 0.174, 1.323], [0.072, -1.630, -2.172], [-3.100, 0.385, -1.663], [0.252, 1.066, 0.106], [-0.823, -0.073, 3.893], [-1.445, 2.113, 2.060], [0.371, -3.988, -2.989], [1.845, 2.770, -2.607], [0.063, -0.652, -0.074], [-3.129, 2.446, 2.526], [-1.809, -3.497, -1.824], [-4.266, 0.341, 1.722], [2.170, 1.970, 0.343], [3.572, 3.920, -0.319], [3.251, 2.059, -1.945], [2.403, -5.678, -3.075], [0.518, -5.167, -1.716], [2.186, 4.481, 3.023], [2.782, -4.209, -3.932], [-1.354, -1.314, 3.025], [-1.617, -4.357, -0.345], [1.836, 2.980, 2.187], [-4.557, 0.569, -0.625], [-3.727, -0.980, -0.793], [1.717, 1.142, -1.950], [2.191, 4.693, -1.026], [-3.334, -1.196, 1.486], [3.497, 3.558, 2.197], [0.027, 3.289, -1.150], [-1.720, -2.600, -0.228], [-1.825, 2.183, 3.744], [1.468, -1.808, -1.415], [3.886, -4.834, -2.698]], "forces_ev_per_angstrom": [[-0.799, -0.009, -0.067], [-0.064, 0.084, -0.393], [-0.564, -0.315, 0.414], [0.668, -0.319, 0.116], [0.158, -0.548, -0.353], [-0.990, 0.064, -0.406], [0.345, 0.008, -0.175], [-0.074, 1.142, 0.035], [-0.442, -0.542, -0.054], [0.310, -0.395, 0.154], [-0.557, -0.329, 0.783], [0.360, 1.179, -1.004], [1.059, -0.284, -0.272], [0.298, -0.728, -0.504], [-0.990, -0.048, 0.606], [1.227, -0.377, -0.485], [0.042, -0.431, 0.171], [0.052, -0.040, -0.168], [0.087, 0.077, -0.429], [0.342, -0.238, 0.166], [0.074, -0.455, 0.411], [-0.096, 0.036, 0.014], [0.626, -0.261, 0.038], [-0.123, 0.275, 0.232], [0.146, 0.405, 0.208], [-0.624, 0.275, -0.059], [0.369, 0.092, -0.186], [-0.252, 0.185, -0.175], [0.181, 0.367, -0.081], [-0.293, 0.089, 0.208], [0.677, 0.320, -0.449], [-0.070, -0.003, 0.107], [-0.114, 0.514, 0.025], [-0.219, -0.467, 0.218], [-0.082, -0.013, -0.018], [-0.061, -0.163, 0.098], [0.003, -0.273, 0.309], [-0.073, 0.020, 0.214], [0.183, -0.064, -0.042], [0.209, 0.130, -0.038], [-0.111, 0.337, 0.150], [0.217, 0.018, -0.092], [0.230, 0.037, 0.126], [-0.052, 0.135, -0.091], [0.033, 0.082, -0.164], [-0.005, -0.006, 0.170], [0.123, -0.063, -0.032], [-0.266, 0.160, 0.187], [-0.096, -0.096, 0.344], [0.024, 0.183, 0.081], [-0.095, -0.537, -0.140], [-0.464, 0.035, -0.230], [-0.327, 0.129, 0.095], [-0.129, 0.360, 0.221], [-0.010, 0.269, 0.209]], "nbo_charge": [-0.527, -0.546, -0.895, -0.568, -0.850, -0.853, -0.870, -0.100, -0.252, -0.626, -0.078, -0.075, -0.612, -0.256, -0.078, -0.076, -0.256, -0.068, -0.623, 0.190, 0.388, 0.203, 0.551, 0.371, 0.197, 0.550, 0.386, 0.202, 0.169, 0.216, 0.539, 0.234, 0.217, 0.191, 0.195, 0.175, 0.237, 0.175, 0.183, 0.209, 0.174, 0.375, 0.234, 0.148, 0.180, 0.164, 0.206, 0.194, 0.178, 0.177, 0.376, 0.208, 0.216, 0.397, 0.205], "e_above_lowest_ev": 0.028, "charge": 1, "homo_energy_ha": -0.4576, "e_tot_ha": -943.77531, "lumo_ev": -2.00, "orbital_gap_ev": 10.4516}

***

Entry 6:
{"formula": "C3H2IN2", "method": "ωB97M-V/def2-TZVPD", "species": ["I", "N", "N", "C", "C", "C", "H", "H"], "xyz": [[2.257, 1.003, -0.649], [-0.439, 1.259, 0.741], [-1.533, -0.335, -0.502], [-1.402, 0.730, 0.257], [-0.318, -0.681, -0.525], [0.522, 0.198, 0.366], [0.023, -1.633, -0.787], [0.890, -0.541, 1.098]], "forces_ev_per_angstrom": [[-0.680, -0.246, 0.387], [-1.345, 1.468, 1.391], [-4.045, 0.550, -0.898], [2.437, -0.602, -0.110], [1.999, 0.016, 1.417], [1.485, -0.863, -1.696], [0.351, -1.348, -1.240], [-0.202, 1.024, 0.749]], "nbo_charge": [0.379, -0.315, -0.401, 0.830, 0.220, -0.285, 0.249, 0.323], "e_above_lowest_ev": 1.650, "charge": 1, "homo_energy_ha": [-0.5457, -0.5457], "e_tot_ha": -522.25444, "lumo_ev": [-8.44, -8.44], "orbital_gap_ev": [6.4127, 6.4121]}